1.
Computed, not measured: a cluster of 2 separate species, C11H10Cl2NO3 in total in a non-equilibrium geometry, with ωB97M-V/def2-TZVPD.

For the total energy, the calculation gives -44241.143 eV. For the HOMO-LUMO gap (alpha / beta), the calculation gives 8.45 / 7.46 eV. Its multiplicity is 2.

Atoms and positions in Å:
C (-0.8104, 0.0886, 0.5988)
C (-1.3647, 0.5338, -0.6575)
C (-0.7276, 0.1954, -1.9541)
O (0.1496, -0.6543, -1.9774)
Cl (-1.5875, 0.8483, 2.0282)
C (0.6855, 0.2634, 0.7348)
C (1.3027, 1.4370, 0.2824)
C (2.6762, 1.6158, 0.4160)
C (3.4436, 0.6517, 1.0700)
C (2.8292, -0.4969, 1.5672)
C (1.4461, -0.6424, 1.4824)
Cl (-2.8475, 1.3960, -0.7298)
C (-1.1285, 0.9478, -3.1883)
H (0.7038, 2.2370, -0.1570)
H (3.1291, 2.5580, 0.1023)
H (4.5001, 0.8373, 1.2699)
H (3.4240, -1.2736, 2.0500)
H (0.9601, -1.3739, 2.1287)
H (-0.3762, 0.7840, -3.9657)
H (-2.1047, 0.5878, -3.5434)
H (-1.2252, 2.0216, -2.9776)
C (-1.4132, -1.8721, 0.9052)
H (-0.9370, -2.3690, 0.0576)
H (-1.0340, -2.1155, 1.8971)
N (-2.8498, -2.0421, 0.8669)
O (-3.4655, -1.9685, 1.9177)
O (-3.3781, -2.1955, -0.2243)

Forces on atoms 1 to 2 (eV/Å):
-1.06 -1.23 1.30
-0.63 0.07 -0.69



2.
Computed, not measured: a cluster of 2 separate species, C5H10N3 in total in a non-equilibrium geometry, with ωB97M-V/def2-TZVPD.

Its energy above the lowest of the compared OMol25 structures with the same formula, charge and spin is 67.8 kcal per mole. The charge is +1. For the total energy, the calculation gives -9808.807 eV. For the HOMO-LUMO gap, the calculation gives 10.95 eV.

Atoms and positions in Å:
C (-1.9553, 0.2068, -2.2147)
C (2.2440, 0.4560, 1.5349)
C (-0.5864, -0.2055, -1.6854)
C (-1.4011, 1.5008, -0.6758)
C (0.6393, -1.3812, 1.7023)
N (-2.4149, 1.2035, -1.5734)
N (-0.4725, 0.6596, -0.5466)
N (1.2180, -0.1706, 1.2443)
H (-2.4218, -0.3089, -3.0087)
H (3.0476, 0.0508, 2.2468)
H (2.4815, 1.3477, 0.8941)
H (-0.6062, -1.2263, -1.4240)
H (0.1484, 0.1086, -2.3533)
H (-1.6473, 2.2950, 0.0108)
H (1.3527, -2.0282, 2.1171)
H (0.0802, -1.8675, 0.7868)
H (-0.1301, -1.0185, 2.4366)
H (0.4238, 0.3779, 0.5082)

Forces on atoms 1 to 2 (eV/Å):
1.52 -0.43 0.33
3.50 0.33 0.24



3.
Computed, not measured: the ion C6H11N2O4S2 with charge -1 in a non-equilibrium geometry, with ωB97M-V/def2-TZVPD.

Its energy above the lowest of the compared OMol25 structures with the same formula, charge and spin is 0.0 kcal per mole. The charge is -1. For the total energy, the calculation gives -39242.372 eV. For the HOMO-LUMO gap, the calculation gives 8.06 eV.

Atoms and positions in Å:
N (-0.5439, -0.4253, -1.8376)
C (0.0184, -0.6680, -0.6167)
C (1.7767, -1.0606, -0.7585)
S (2.8943, -0.9309, 0.5825)
C (-0.3600, -2.0269, -0.1656)
O (-0.8137, -2.8841, -0.9367)
O (-0.3484, -2.3873, 1.1004)
C (-0.2570, 0.4552, 0.4451)
N (0.0415, -0.0015, 1.8310)
C (-1.6195, 1.1650, 0.3229)
S (-3.0905, 0.1321, 0.8857)
C (0.7619, 1.7151, -0.0363)
O (0.5631, 2.1272, -1.1480)
O (1.6970, 1.9294, 0.8191)
H (-0.0952, 0.4555, -2.1490)
H (-0.2702, -1.1802, -2.5997)
H (2.1077, -0.5521, -1.7290)
H (1.6725, -2.0417, -0.9975)
H (3.0716, 0.4904, 0.7226)
H (-0.1430, -1.3951, 1.6339)
H (-0.5974, 0.3352, 2.5362)
H (1.0528, 0.3061, 2.0255)
H (-1.6234, 2.0093, 1.0039)
H (-1.9067, 1.5206, -0.6822)
H (-2.4477, -0.8847, 0.6219)

Forces on atoms 1 to 2 (eV/Å):
0.74 0.10 -4.53
2.97 -1.11 2.81



4.
Computed, not measured: a cluster of 2 separate species, C2HO2P in total in a non-equilibrium geometry, with ωB97M-V/def2-TZVPD.

Its energy above the lowest of the compared OMol25 structures with the same formula, charge and spin is 0.0 kcal per mole. For the total energy, the calculation gives -15472.614 eV. For the HOMO-LUMO gap, the calculation gives 10.59 eV.

Atoms and positions in Å:
O (-0.3629, -0.8502, -2.0135)
C (-1.3876, -0.9720, -2.5059)
O (-2.4039, -1.1048, -3.0117)
C (1.1294, 0.0368, 0.6544)
P (2.6101, -0.3078, 0.9394)
H (0.1110, 0.2117, 0.4414)

Forces on atoms 1 to 2 (eV/Å):
1.59 0.25 0.84
0.01 -0.10 -0.14



5.
Computed, not measured: a cluster of 2 separate species, C4H12NO2 in total in a non-equilibrium geometry, with ωB97M-V/def2-TZVPD.

Its energy above the lowest of the compared OMol25 structures with the same formula, charge and spin is 27.2 kcal per mole. The charge is +1. For the total energy, the calculation gives -9921.049 eV. For the HOMO-LUMO gap, the calculation gives 10.26 eV.

Atoms and positions in Å:
C (-0.2381, -1.3053, -0.0446)
C (0.0566, 0.1686, -0.2471)
C (-1.0070, 1.2204, -0.0406)
C (-2.3640, 0.9430, -0.6775)
O (-2.6869, -0.1006, -1.1568)
N (1.2086, 0.5169, 0.6966)
H (0.6793, -1.8490, -0.2618)
H (-0.5825, -1.5507, 0.9534)
H (-1.0037, -1.6529, -0.7202)
H (0.5140, 0.3106, -1.2164)
H (-1.2903, 1.2544, 1.0155)
H (-0.6815, 2.2199, -0.2982)
H (-3.0708, 1.7914, -0.6231)
H (1.6076, 1.4167, 0.3880)
H (0.8251, 0.8436, 1.6028)
H (2.0213, -0.1470, 0.7795)
H (4.1785, -1.3232, 1.4035)
H (3.5915, -1.3638, -0.0316)
O (3.4221, -1.0350, 0.8628)

Forces on atoms 1 to 2 (eV/Å):
-0.04 0.08 -0.13
0.79 -0.31 0.06



6.
Computed, not measured: a structure of composition C34H47As3MnN6S2 in a non-equilibrium geometry, with ωB97M-V/def2-TZVPD.

Its energy above the lowest of the compared OMol25 structures with the same formula, charge and spin is 1.7 kcal per mole. For the total energy, the calculation gives -280470.493 eV. For the HOMO-LUMO gap (alpha / beta), the calculation gives 6.66 / 6.70 eV. Its multiplicity is 6.

Atoms and positions in Å:
Mn (-0.5791, -0.1254, -0.2134)
C (1.0552, 1.9600, 1.9038)
N (0.7402, 1.9219, 0.4825)
C (1.8150, 2.3448, -0.3981)
C (2.3220, 1.1851, -1.1976)
N (1.6630, 0.0797, -1.3980)
C (2.4319, -0.6495, -2.3095)
C (2.2037, -1.8777, -2.9246)
C (3.1568, -2.3512, -3.8037)
C (4.3269, -1.6316, -4.0752)
C (4.5644, -0.4036, -3.4915)
C (3.5941, 0.0738, -2.6203)
N (3.4901, 1.2420, -1.8931)
C (0.0766, 1.1001, 2.6320)
N (-0.3060, -0.0721, 2.2001)
C (-1.2716, -0.4990, 3.1032)
C (-2.0714, -1.6342, 3.0965)
C (-3.0061, -1.7755, 4.1012)
C (-3.1443, -0.8102, 5.1059)
C (-2.3545, 0.3229, 5.1316)
C (-1.4235, 0.4607, 4.1132)
N (-0.5322, 1.4616, 3.7852)
H (1.0474, 2.9727, 2.3256)
H (2.0565, 1.5444, 2.0407)
H (-0.1281, 2.4168, 0.2974)
H (2.6438, 2.7811, 0.1679)
H (1.4540, 3.0986, -1.1027)
H (1.2795, -2.4017, -2.7471)
H (3.0001, -3.2946, -4.3112)
H (5.0533, -2.0401, -4.7654)
H (5.4654, 0.1590, -3.7018)
H (4.1254, 2.0188, -1.9185)
H (-1.9695, -2.3568, 2.2996)
H (-3.6583, -2.6395, 4.1101)
H (-3.8999, -0.9477, 5.8679)
H (-2.4746, 1.0748, 5.9011)
H (-0.4500, 2.3542, 4.2372)
C (-3.7914, -1.0054, -2.2276)
As (-2.6231, -1.6813, -0.8159)
C (-4.1303, -2.1657, 0.3442)
C (-2.2118, -3.4146, -1.6808)
C (-1.4331, -4.5277, -0.9585)
C (-2.0377, -4.7623, 0.4331)
C (0.0695, -4.2436, -0.8198)
As (0.6839, -2.6896, 0.2505)
C (0.6669, -3.4769, 2.0552)
C (2.6069, -3.0390, 0.0060)
C (-1.6051, -5.8457, -1.7428)
As (-1.1127, -6.2175, -3.6436)
C (0.8561, -6.1377, -3.5527)
C (-1.3549, -4.5544, -4.6624)
H (-4.6196, -1.6975, -2.3814)
H (-3.2423, -0.8853, -3.1547)
H (-4.1921, -0.0407, -1.9163)
H (-4.8080, -2.8118, -0.2136)
H (-4.6413, -1.2371, 0.5983)
H (-3.8393, -2.6596, 1.2677)
H (-1.6810, -3.1077, -2.5810)
H (-3.1768, -3.8235, -1.9969)
H (-1.9241, -3.8638, 1.0432)
H (-1.5446, -5.5925, 0.9441)
H (-3.1024, -4.9914, 0.3564)
H (0.4949, -4.0915, -1.8129)
H (0.5602, -5.1255, -0.3960)
H (0.9310, -4.5331, 2.0078)
H (-0.2894, -3.3705, 2.5594)
H (1.4160, -2.9485, 2.6457)
H (2.8768, -3.9785, 0.4883)
H (3.1825, -2.2325, 0.4621)
H (2.8659, -3.0897, -1.0480)
H (-2.6633, -6.1225, -1.7032)
H (-1.0764, -6.6423, -1.2060)
H (1.2283, -6.8027, -2.7731)
H (1.2310, -5.1304, -3.3726)
H (1.2516, -6.4855, -4.5073)
H (-2.3952, -4.2334, -4.6425)
H (-1.1003, -4.7916, -5.6967)
H (-0.7251, -3.7297, -4.3340)
S (-0.9820, 1.4150, -2.4187)
C (-0.7807, 0.0039, -3.2376)
N (-0.6607, -0.9806, -3.8477)
S (-2.6186, 1.4080, 0.8964)
C (-3.4297, 2.8349, 0.2636)
C (-3.8047, 3.8548, 1.1457)
C (-4.4467, 4.9929, 0.6824)
C (-4.7309, 5.1431, -0.6683)
C (-4.3752, 4.1314, -1.5491)
C (-3.7377, 2.9875, -1.0912)
H (-3.5880, 3.7413, 2.2010)
H (-4.7278, 5.7706, 1.3834)
H (-5.2215, 6.0377, -1.0309)
H (-4.5952, 4.2294, -2.6060)
H (-3.4611, 2.2039, -1.7827)

Forces on atoms 1 to 2 (eV/Å):
0.34 1.08 0.10
-0.07 -0.07 -0.09